110
Properties=species:S:1:pos:R:3:forces:R:3 method="wB97M-V/def2-TZVPD" charge=0 spin_multiplicity=1 homo_lumo_gap_ev=7.435 e_above_lowest_kcal_mol=59.4
H -1.5086 -0.9349 4.2894 0.0 0.0 0.0
C -5.0065 0.5544 -3.8456 0.0 0.0 0.0
H 1.9924 0.1138 -1.0971 0.2 0.1 0.0
C -2.7455 0.2550 -3.0917 0.0 0.0 0.0
H 3.0999 -0.9204 6.6299 0.0 0.0 0.0
N -1.9962 3.7070 4.5012 0.2 -0.1 0.1
H 0.4963 -1.3948 -3.9612 0.0 0.0 0.0
H -4.4992 -2.6218 -2.8094 0.0 0.0 0.0
N 4.0638 0.5225 2.8928 0.2 -0.1 -0.1
H 3.3185 -1.5212 -4.0258 0.0 0.0 0.0
H 2.1612 -1.9639 0.0813 0.0 0.0 0.0
C -2.0477 -0.5579 3.4197 0.0 0.0 -0.2
C -3.2166 -2.3532 0.0428 0.0 0.0 0.1
H -5.7893 1.1844 -4.2505 0.0 0.0 0.0
H -3.6419 1.0029 -0.5421 0.0 0.0 0.0
C -2.2434 -3.1764 -0.8140 0.0 0.0 0.1
C -2.0648 -3.6612 -4.4303 0.0 0.0 -0.1
O -1.4582 2.1051 -0.8492 -0.6 0.4 0.1
C -4.2704 -1.5852 -3.0211 0.0 0.0 0.0
N -0.0306 2.7344 3.0453 -0.1 0.0 0.2
H 2.0418 4.9309 0.5028 -0.1 0.1 -0.1
H -3.0434 -1.0047 3.3707 0.0 0.0 0.0
H -4.1714 -2.2015 -0.4592 0.0 0.0 0.0
C -2.0486 3.9282 3.2338 -0.2 0.3 -0.6
C 6.8842 2.4819 4.3158 -0.1 0.0 0.0
H 3.1237 -4.2249 0.1053 0.0 0.0 0.0
H -1.2420 -1.7554 2.0851 -0.1 0.1 0.1
H -6.2593 -1.1871 -3.7116 0.0 0.0 0.0
C -3.1084 4.6916 2.5573 0.3 -0.2 0.4
H 4.1844 -5.1689 -1.9344 0.0 0.0 0.0
H -4.5079 2.4213 0.1037 0.0 0.0 0.0
C 6.1411 1.9242 3.2838 0.1 0.1 0.0
C -1.0431 -3.5583 0.0725 0.0 -0.1 0.0
N 1.6231 5.0571 -0.4084 0.1 0.0 0.0
H -3.5188 2.1063 -3.8492 0.0 0.0 0.0
H -0.6213 2.5619 -2.2504 0.0 -0.1 0.0
N 0.6089 4.0693 -2.2100 -0.1 -0.1 0.0
H -0.3368 -4.2097 -0.4445 0.0 0.0 0.0
H -2.1537 0.5208 3.5078 0.0 0.0 0.0
O 2.4466 1.2624 0.6841 0.9 0.6 -0.2
N 0.0336 2.9949 -2.9217 0.2 0.1 0.0
C 3.8177 -3.3939 -3.0965 0.0 0.0 0.0
H 6.4339 2.0420 2.2483 0.0 0.0 0.0
C 3.2808 -2.1141 -3.1176 0.0 -0.1 0.0
C -0.9550 3.3841 2.4243 -0.2 0.2 -0.4
H -3.8910 5.1335 3.1602 0.0 0.0 0.0
H -3.8328 5.4213 0.7372 0.0 0.0 0.0
C -0.2957 -1.9192 -4.5021 0.0 0.0 -0.1
C -5.2716 -0.7768 -3.5395 0.1 0.0 0.0
H 0.7782 2.3280 -3.0965 0.0 0.1 -0.1
C -3.0725 4.8280 1.2344 0.1 0.0 -0.4
H -3.4125 -2.8910 0.9799 0.0 0.0 -0.1
C 2.6896 -0.0350 6.1444 0.1 0.0 -0.1
C 4.6270 1.0639 4.9625 -0.3 -0.2 0.2
Se -0.4846 2.7424 4.8002 0.0 0.0 0.1
C 1.2948 3.9424 -1.0672 -0.1 0.1 0.1
H -1.5995 -4.1585 -5.2896 0.0 0.0 0.0
H 4.2820 -3.7874 -3.9926 0.0 0.0 0.0
C 0.0844 -3.9894 -3.1749 0.0 0.0 0.0
H -2.7924 -2.9470 -4.8204 0.0 0.0 0.0
C 5.3648 1.6082 5.9983 0.1 0.1 0.1
H -2.2744 -5.1248 -1.8098 0.0 0.0 0.0
H 2.7128 0.8050 6.8366 0.0 0.0 0.0
C -3.7383 1.0689 -3.6263 0.0 -0.1 0.0
H 0.1499 -2.4167 -5.3713 0.0 0.0 0.0
H -2.6003 -4.4215 -3.8650 0.0 0.0 0.0
N 1.6443 2.6832 -0.7489 0.3 -0.1 0.3
H 7.7759 3.0475 4.0796 0.0 0.0 0.0
O -1.3210 -0.8038 2.2164 -0.2 -0.2 0.1
N 2.2710 2.4685 0.4252 0.3 0.1 -0.5
H 1.1728 5.9231 -0.6455 0.0 0.0 0.0
C -2.0430 4.2104 0.3667 0.0 -0.3 0.3
H -1.7398 4.7956 -0.4967 0.0 0.0 0.0
C -3.8955 1.5510 0.3653 0.0 -0.1 0.1
H -3.2568 -5.0140 -0.3563 0.0 0.0 0.0
H 2.3350 0.2904 -2.7186 0.1 0.0 0.0
C 5.0109 1.2112 3.6380 -0.2 -0.2 -0.3
N 3.4520 0.3105 4.9582 -0.1 -0.1 0.3
H 0.2128 4.9697 -2.4206 0.1 0.0 -0.1
C 6.5040 2.3247 5.6519 0.0 0.0 -0.1
C -1.8878 2.7035 0.2038 -0.2 0.3 -0.5
H -4.4526 0.9093 1.0461 0.0 0.0 0.0
H 0.6090 -4.3674 -4.0586 0.0 0.0 0.0
H -0.4742 -2.6790 0.3898 -0.1 0.0 0.0
H -3.8266 -4.2894 -1.8545 0.0 0.0 0.0
K 0.0833 0.8482 0.6885 -1.0 -0.9 0.3
H 3.9607 0.5194 1.8901 -0.1 0.1 0.0
C 3.1701 -3.6401 -0.8063 0.0 0.0 0.0
C 2.6709 -1.5885 -1.9783 -0.1 0.1 0.1
H -1.3990 -4.0944 0.9615 0.0 0.0 0.0
H 1.6657 -0.2409 5.8441 0.0 0.0 0.0
N -0.8937 3.5146 1.0285 0.0 0.1 0.3
C 3.1103 -0.0214 3.6833 0.2 0.2 0.0
H -2.8189 -1.3679 0.3021 0.0 -0.1 0.0
H -1.7694 0.6710 -2.8799 0.0 0.0 0.0
O -2.7224 1.9691 1.0560 0.0 -0.1 0.0
C 2.6258 -2.3645 -0.8157 0.1 -0.1 0.0
O 2.6372 3.3483 1.1941 0.1 -0.1 0.1
Se 1.6347 -0.9541 3.1106 0.2 0.0 0.3
C -2.9865 -1.0839 -2.7808 -0.1 0.0 -0.1
C -2.9367 -4.4668 -1.2507 -0.1 0.0 0.1
H 0.8370 -3.5531 -2.5136 -0.1 0.0 0.0
H 7.1085 2.7679 6.4322 0.0 0.0 0.0
H -1.0112 -1.1779 -4.8683 0.0 0.0 0.0
H 5.0704 1.4835 7.0324 0.0 0.0 0.0
H -0.3572 -4.8486 -2.6679 0.0 0.0 0.0
P -1.5390 -2.0006 -2.1084 -0.1 0.2 0.2
C -0.9784 -2.9691 -3.6106 0.2 -0.1 0.0
C 3.7651 -4.1714 -1.9455 0.0 0.1 0.0
N 2.0414 -0.3445 -1.9936 0.1 -0.1 -0.1